[1]
Entry from the OMol25 dataset: a structure of composition C4H14NO3 (ωB97M-V/def2-TZVPD).

Geometry as XYZ:
```
22
Properties=species:S:1:pos:R:3
C 0.039 -1.263 0.171
O 0.875 -0.266 0.650
C -1.441 -1.026 0.650
C -2.282 -0.261 -0.463
C -2.197 1.262 -0.318
N -1.018 1.868 0.304
H 0.142 -1.388 -0.946
H 0.392 -2.241 0.509
H -1.918 -1.975 0.803
H -1.414 -0.424 1.531
H -1.969 -0.661 -1.398
H -3.256 -0.704 -0.181
H -3.122 1.684 0.099
H -2.258 1.869 -1.267
H -0.115 1.590 -0.045
H -0.992 1.514 1.253
H 3.701 1.794 -0.415
H 4.028 0.303 -0.228
O 4.452 1.220 -0.606
H 1.943 -0.583 0.195
H 3.427 -1.481 0.133
O 2.984 -0.829 -0.432
```

Summary:
ΔE to the lowest compared entry with this formula, charge and spin: 127.5 kJ/mol
Spin multiplicity: 1
Largest force on an atom: 0.06165 hartree/bohr
E_LUMO: 3.8259 eV
Gap between HOMO and LUMO: 8.4 eV
Net charge: -1

=====

[2]
Entry from the OMol25 dataset: a structure of composition CH3MgMnO2 (ωB97M-V/def2-TZVPD).

Geometry as XYZ:
```
8
Properties=species:S:1:pos:R:3
O 0.253 1.462 -2.505
Mn -0.293 0.398 -1.215
O -0.663 -0.452 0.289
C -0.182 -0.918 1.496
Mg 1.001 2.675 -3.666
H 0.918 -1.055 1.499
H -0.413 -0.216 2.323
H -0.622 -1.895 1.779
```

Summary:
Spin multiplicity: 7
Largest force on an atom: 0.03590 hartree/bohr
<S²>: 12.0114
E_LUMO (spin up / spin down): 0.3345 / -0.9245 eV
Gap between HOMO and LUMO (spin up / spin down): 7.2 / 8.5 eV
Net charge: 0

=====

no.,M (g/mol)
1,124.2
2,126.3